(1)
{"formula": "C35H113N7O18", "method": "ωB97M-V/def2-TZVPD", "symbols": ["C", "C", "C", "O", "C", "N", "H", "H", "H", "H", "H", "H", "H", "H", "H", "H", "H", "C", "C", "C", "O", "C", "N", "H", "H", "H", "H", "H", "H", "H", "H", "H", "H", "H", "C", "C", "C", "O", "C", "N", "H", "H", "H", "H", "H", "H", "H", "H", "H", "H", "H", "C", "C", "C", "O", "C", "N", "H", "H", "H", "H", "H", "H", "H", "H", "H", "H", "H", "C", "C", "C", "O", "C", "N", "H", "H", "H", "H", "H", "H", "H", "H", "H", "H", "H", "C", "C", "C", "O", "C", "N", "H", "H", "H", "H", "H", "H", "H", "H", "H", "H", "H", "C", "C", "C", "O", "C", "N", "H", "H", "H", "H", "H", "H", "H", "H", "H", "H", "H", "O", "H", "H", "O", "H", "H", "O", "H", "H", "O", "H", "H", "C", "O", "H", "H", "H", "H", "C", "O", "H", "H", "H", "H", "C", "O", "H", "H", "H", "H", "C", "O", "H", "H", "H", "H", "C", "O", "H", "H", "H", "H", "C", "O", "H", "H", "H", "H", "C", "O", "H", "H", "H", "H"], "coordinates": [[2.50551, -4.63738, -3.94890], [2.77985, -4.85765, -2.44743], [4.20048, -5.30782, -2.06455], [4.32903, -5.34282, -0.62989], [5.47719, -5.97107, -0.22094], [2.45455, -3.64139, -1.73012], [1.47948, -4.26946, -3.94847], [2.38194, -5.58642, -4.47057], [3.22363, -4.04512, -4.51603], [2.03435, -5.55176, -2.05942], [4.90183, -4.61196, -2.52496], [4.33876, -6.29482, -2.50593], [5.07005, -6.84713, 0.28391], [5.98184, -5.38499, 0.54713], [6.13878, -6.26678, -1.03516], [3.13860, -2.93255, -1.95308], [2.75561, -3.84413, -0.78759], [5.63732, -4.07443, 3.80167], [4.54691, -4.99508, 4.35487], [3.61673, -5.53827, 3.23532], [2.94717, -4.44773, 2.60176], [1.91429, -4.82076, 1.80016], [5.25033, -6.06032, 4.99988], [6.30642, -4.75967, 3.28124], [6.01475, -3.51109, 4.65507], [5.34748, -3.30672, 3.08424], [4.01133, -4.55309, 5.19505], [2.90721, -6.21889, 3.70589], [4.05995, -6.20166, 2.49264], [2.16148, -5.48515, 0.97217], [1.36745, -3.99335, 1.34798], [1.17922, -5.41499, 2.34298], [5.90312, -5.60747, 5.62350], [5.81871, -6.42104, 4.24694], [-3.45309, 3.44745, 2.79915], [-4.79361, 2.79476, 3.15527], [-5.85171, 3.80042, 3.70524], [-5.49217, 4.45136, 4.91011], [-6.52288, 5.40554, 5.25692], [-5.19923, 2.20928, 1.89126], [-2.73877, 2.75012, 2.36145], [-3.03517, 3.88928, 3.70371], [-3.60380, 4.26700, 2.09650], [-4.59063, 2.07940, 3.95224], [-6.76315, 3.25087, 3.94054], [-6.20536, 4.53699, 2.98379], [-6.30516, 6.02747, 6.12519], [-7.46015, 4.89680, 5.48236], [-6.71810, 6.08093, 4.42394], [-4.82547, 2.83539, 1.19242], [-6.17812, 2.44862, 1.82348], [0.49147, 4.23332, -3.96710], [-0.07007, 5.68395, -3.93672], [0.04375, 6.39202, -5.29885], [-0.88749, 7.51179, -5.33422], [-0.78161, 8.20168, -6.60700], [-1.49316, 5.61871, -3.56318], [1.44478, 4.14982, -4.48895], [-0.24002, 3.54344, -4.38791], [0.52466, 3.85812, -2.94425], [0.47355, 6.23489, -3.16923], [-0.12627, 5.72826, -6.14656], [1.07947, 6.70692, -5.42624], [-0.98746, 7.49775, -7.41336], [0.22469, 8.54579, -6.84584], [-1.40067, 9.07780, -6.80009], [-1.87252, 4.80349, -4.02317], [-1.77822, 6.47917, -4.00864], [-5.06384, -2.05631, 2.58398], [-4.44271, -1.79626, 1.23205], [-5.46396, -1.34883, 0.12414], [-4.86625, -1.08194, -1.13490], [-4.35963, -2.24412, -1.73060], [-3.53851, -0.65071, 1.40383], [-4.26617, -2.47135, 3.20006], [-5.93911, -2.70543, 2.60953], [-5.48755, -1.12391, 2.95707], [-3.90239, -2.69030, 0.92084], [-6.00121, -0.45367, 0.43746], [-6.17931, -2.16358, 0.01207], [-5.08496, -3.03294, -1.93001], [-3.52347, -2.70696, -1.20647], [-4.04857, -2.04202, -2.75554], [-3.47527, -0.30588, 0.45663], [-4.07257, 0.10828, 1.80236], [1.59891, -0.62518, -0.00779], [0.16853, -0.13311, 0.22359], [-0.14509, 1.14669, -0.69390], [-1.47741, 1.60638, -0.42487], [-1.91401, 2.78890, -1.00927], [-0.64359, -1.20730, -0.17743], [1.78298, -1.58075, 0.48324], [2.32004, 0.14466, 0.26684], [1.72325, -0.74572, -1.08395], [0.04809, 0.04199, 1.29268], [0.06899, 0.92551, -1.73953], [0.58980, 1.90675, -0.42867], [-2.94890, 2.88864, -0.68192], [-1.88528, 2.60517, -2.08328], [-1.39685, 3.69006, -0.67975], [-1.44136, -0.61766, -0.36710], [-0.81936, -1.65309, 0.71166], [4.88434, -1.91911, 0.42100], [6.04859, -2.07232, -0.70104], [5.68896, -1.46730, -2.10550], [4.33548, -1.88150, -2.58047], [3.70824, -1.03042, -3.52888], [7.30884, -1.42316, -0.23633], [4.42786, -0.93091, 0.36457], [5.30961, -1.86046, 1.42291], [4.14650, -2.68017, 0.16709], [6.20375, -3.14774, -0.78750], [6.43700, -1.69870, -2.86379], [5.73721, -0.38251, -2.01059], [4.18149, -0.90727, -4.50303], [3.63149, -0.05343, -3.05172], [2.65929, -1.31057, -3.62547], [7.85230, -1.32472, -1.08194], [7.85411, -2.14235, 0.21706], [-1.50465, 6.69810, -0.90873], [-1.18260, 6.35826, -1.74361], [-0.83686, 6.44302, -0.27216], [-0.08399, -2.58058, -2.78749], [-0.13699, -1.80256, -2.23242], [0.72984, -3.00930, -2.52270], [-1.35674, -2.46014, 2.27374], [-1.20398, -2.21044, 3.18509], [-2.07577, -1.89669, 1.98782], [-3.82478, 5.35442, -1.80655], [-3.31945, 5.89923, -1.20319], [-3.21108, 5.14246, -2.50988], [-1.69657, -4.88419, -0.10580], [-1.90253, -4.99442, 1.33131], [-2.68546, -5.09345, -0.51373], [-1.44002, -3.85189, -0.34380], [-0.97490, -5.60388, -0.49224], [-1.61798, -4.15474, 1.69952], [3.22190, 2.72924, -0.44185], [4.59280, 2.94182, -0.80465], [2.82604, 3.73943, -0.33746], [2.80528, 2.19516, -1.29583], [3.06772, 2.17819, 0.48588], [4.79156, 3.34971, -1.65065], [-1.46610, 0.21367, 4.50047], [-0.73017, -0.76035, 5.31444], [-1.35378, 1.15855, 5.03216], [-1.01145, 0.24953, 3.51047], [-2.49587, -0.07405, 4.28860], [0.20197, -0.54262, 5.24154], [-5.64788, 2.13384, -1.98561], [-5.80160, 3.23209, -1.11163], [-4.59937, 1.92856, -2.20148], [-6.03885, 1.19230, -1.59995], [-6.13961, 2.43674, -2.91003], [-5.21999, 3.95254, -1.36515], [0.48601, 2.94506, 2.88727], [1.23150, 4.09627, 2.85678], [0.73653, 2.22309, 2.11004], [0.56644, 2.41588, 3.83679], [-0.58311, 3.15692, 2.87307], [1.35939, 4.32985, 3.77911], [2.39307, -0.50279, 3.46819], [2.11129, 0.32089, 4.60760], [1.55210, -1.15159, 3.22341], [2.58498, -0.03735, 2.50142], [3.24467, -1.16061, 3.64183], [2.85830, 0.88000, 4.83334], [-2.17906, 0.42142, -3.69308], [-3.23034, 0.69779, -4.58264], [-2.54100, 0.32990, -2.66901], [-1.69933, -0.49575, -4.03476], [-1.47075, 1.24963, -3.67148], [-3.51616, -0.14456, -4.94368]], "forces_ev_per_angstrom": [[-0.485, -1.208, 0.586], [0.310, 0.420, 0.021], [-1.129, -0.128, -0.337], [-1.136, 1.350, -2.168], [0.034, -1.108, 1.186], [-0.086, 0.229, 0.603], [0.233, 0.679, -0.445], [0.412, -0.285, -0.018], [-0.149, 0.329, 0.349], [0.193, -0.640, -0.228], [0.312, 0.143, 0.157], [0.357, -0.336, 0.172], [0.805, -0.694, 0.168], [0.306, 0.221, -0.164], [0.138, 0.108, 0.064], [0.039, 0.327, -0.514], [-0.627, -0.031, 0.647], [-1.066, 0.777, -0.261], [-0.278, 0.698, -1.123], [-0.772, 0.548, 0.907], [1.813, 0.379, 1.089], [-1.961, -1.269, -0.978], [0.080, -1.415, 0.009], [0.644, 0.418, 0.207], [0.834, -0.315, -0.099], [-0.444, -0.160, -0.075], [-0.687, 0.537, -0.630], [-0.517, 0.116, 0.286], [0.880, 0.255, -0.245], [0.716, -0.044, -0.307], [0.333, 0.419, 0.291], [-0.367, 0.045, 0.404], [0.214, -0.210, 0.319], [0.493, -0.730, 0.189], [-0.062, 0.706, 1.249], [1.235, 1.508, 0.156], [-0.237, -0.557, 0.277], [-0.182, 1.070, 0.381], [0.197, -0.527, -0.328], [-1.192, -0.005, 0.344], [-0.158, -0.183, 0.063], [0.336, 0.024, -0.031], [-0.075, 0.054, -0.148], [-0.272, -0.409, -0.083], [-0.292, -0.611, -0.132], [0.561, 0.220, -0.570], [0.687, -0.376, -0.007], [-0.145, -0.274, -0.042], [0.087, 0.065, -0.202], [0.164, -0.205, -0.605], [-0.665, -0.680, -0.446], [-0.644, 0.701, 0.310], [0.069, -1.491, -0.628], [0.219, 0.393, 0.322], [0.919, 0.532, -1.200], [0.530, -0.893, -0.317], [1.060, 0.378, 0.265], [0.023, -0.096, 0.234], [-0.042, 0.119, -0.736], [0.668, 0.194, 0.182], [0.041, 0.273, -0.134], [-0.500, -0.261, 0.012], [0.131, 0.497, 0.025], [-0.299, -0.241, -0.068], [0.418, -0.038, 0.579], [-0.513, -0.230, 1.048], [-0.337, 0.127, -0.386], [-1.446, -0.035, 0.031], [-0.631, -0.056, -0.142], [-1.209, 1.288, -0.595], [0.089, -1.373, 0.664], [-0.012, -0.041, 0.408], [0.368, -0.631, -1.121], [0.638, -0.584, -0.485], [-0.299, 0.198, 0.445], [0.252, -0.531, -0.355], [0.457, 0.239, 0.369], [0.136, 0.048, -0.181], [0.187, 0.115, 0.050], [-0.386, -0.131, -0.176], [-0.681, -0.066, 0.661], [0.127, 0.210, 0.124], [0.390, 0.622, 0.161], [0.920, 0.329, -0.436], [-0.258, 0.246, 0.612], [0.140, 1.363, -0.398], [2.584, 1.584, -1.134], [0.508, -0.301, 2.040], [1.100, -1.673, 0.956], [-0.534, -0.305, -0.306], [-1.766, 0.098, -0.480], [0.003, 0.111, 0.077], [0.262, -0.227, 0.309], [0.076, -0.333, -0.102], [-0.171, 0.860, 0.178], [-0.457, -0.322, -0.325], [-0.011, 0.372, 0.154], [-0.092, 0.133, -0.209], [-0.052, 0.863, -0.295], [0.437, -0.005, -0.174], [-1.496, -1.047, -0.252], [-0.349, -0.787, -0.453], [1.362, 0.902, -2.076], [-1.371, 0.412, 0.884], [-1.467, -0.019, 0.493], [2.305, 0.073, 0.271], [-0.279, 1.109, 1.081], [-0.471, -0.478, -0.768], [-0.157, 0.063, -0.537], [0.070, -0.977, -0.041], [0.039, 0.003, 0.841], [-0.053, -0.183, -0.274], [0.054, -0.520, -0.078], [-0.383, 0.230, 0.131], [0.269, -0.409, 0.033], [0.215, 0.490, -0.256], [0.115, -0.615, -0.210], [0.346, 0.605, -0.339], [-0.036, -0.134, 0.639], [-0.228, 0.419, 0.659], [-0.113, -0.400, -0.727], [0.208, -0.012, 0.347], [-0.691, 0.025, -1.108], [-0.151, 0.064, 0.640], [0.671, -0.203, 0.627], [0.589, -0.601, 0.307], [0.183, 0.025, 0.542], [-0.942, 0.911, -0.137], [-1.219, -0.520, 0.006], [0.533, 0.284, 0.241], [0.409, 0.133, -0.027], [-1.112, 0.232, 1.291], [0.418, -0.502, -0.964], [0.107, -0.098, -0.551], [0.331, -0.129, -0.350], [0.141, 0.115, 0.138], [0.115, 0.234, 0.382], [0.872, 1.245, -1.800], [1.104, -1.032, 1.849], [-0.866, -0.210, 0.093], [-0.812, -0.055, 0.208], [0.698, -0.013, -0.036], [-0.970, 0.104, -0.306], [1.479, -0.548, 0.411], [-1.365, -0.096, -0.759], [-0.521, 0.258, -0.423], [0.193, 0.384, -0.099], [-0.009, -0.199, 0.733], [0.284, 0.275, -0.051], [0.403, 0.568, -0.697], [-0.401, -0.467, 1.264], [0.172, 0.033, -0.101], [-0.348, 0.369, 0.272], [-0.061, -0.640, -0.359], [0.416, 0.288, -0.311], [-1.567, -1.582, 0.738], [1.019, 1.055, 0.059], [0.122, 0.279, -0.243], [0.498, -0.244, 0.123], [-0.265, 0.093, -0.610], [0.231, 0.402, -0.129], [0.386, -0.584, -0.285], [-0.514, -0.399, -0.636], [-0.312, 0.047, 0.637], [0.097, 0.940, 0.306], [0.063, -0.079, 0.225], [0.153, -0.064, -0.237], [0.284, -0.292, 0.219], [-0.612, 0.375, -0.473], [-0.097, -0.309, 0.186], [0.481, 0.031, 0.479], [0.092, -0.046, -0.389], [-0.126, 0.141, -0.028]], "charge": -1, "energy_ha": -3138.5349, "multiplicity": 2, "orbital_gap_ev": [1.617, 9.239], "e_lumo_ev": [2.0, 2.0]}

***

(2)
{"formula": "C35H16Br2F15GeN2ORhS3", "method": "ωB97M-V/def2-TZVPD", "symbols": ["Rh", "C", "C", "N", "N", "C", "S", "S", "C", "C", "C", "C", "C", "C", "C", "C", "C", "C", "C", "C", "C", "O", "H", "H", "H", "H", "H", "H", "H", "H", "H", "H", "H", "H", "H", "H", "Br", "C", "Br", "H", "H", "F", "C", "C", "C", "F", "C", "F", "C", "F", "C", "F", "Ge", "S", "C", "C", "F", "C", "F", "C", "F", "C", "F", "C", "F", "C", "C", "F", "C", "F", "C", "F", "C", "F", "C", "F"], "coordinates": [[-0.61351, 0.13134, -0.53778], [2.33257, 1.24560, 1.23293], [1.23020, 0.29437, 1.56095], [0.91368, -0.64605, 0.65959], [0.73819, -1.88093, 0.98602], [-0.05067, -2.71148, 0.39272], [-1.26093, -2.32150, -0.75067], [0.08409, -4.38511, 0.95001], [-0.69040, -4.12366, 2.61101], [-2.16734, -4.28162, 2.48278], [-2.97742, -3.20437, 2.13827], [-4.33775, -3.38452, 1.96515], [-4.89882, -4.64065, 2.12188], [-4.09769, -5.71459, 2.47831], [-2.73801, -5.53861, 2.65584], [0.46665, 0.38501, 2.76275], [0.98918, 0.85066, 3.97553], [0.24703, 0.77074, 5.12961], [-1.05726, 0.25874, 5.09753], [-1.63561, -0.11820, 3.91753], [-0.92578, -0.00992, 2.69263], [-1.52491, -0.18243, 1.58568], [3.24974, 0.91224, 1.72168], [2.11065, 2.25512, 1.57339], [2.49782, 1.24758, 0.15712], [-0.39103, -3.13275, 2.94710], [-0.25202, -4.88506, 3.25129], [-2.54701, -2.22286, 2.00123], [-4.95944, -2.53953, 1.70495], [-5.95739, -4.78745, 1.95759], [-4.53130, -6.69276, 2.61767], [-2.11083, -6.37486, 2.93090], [2.00940, 1.20077, 4.01004], [0.67618, 1.08164, 6.07016], [-1.61656, 0.16878, 6.01711], [-2.65612, -0.46657, 3.87408], [-0.54019, 3.01469, -0.09791], [-2.43190, 2.97077, -0.52605], [-2.96417, 1.17023, -1.05457], [-2.60724, 3.64110, -1.36497], [-2.98680, 3.26766, 0.36327], [-2.21715, -1.85895, -5.79994], [-1.74540, -2.85161, -5.04209], [-0.67806, -2.61555, -4.19799], [-0.17787, -3.68034, -3.47491], [0.91747, -3.43438, -2.73279], [-0.73587, -4.94872, -3.53687], [-0.25028, -5.95941, -2.81738], [-1.81454, -5.16476, -4.39389], [-2.34705, -6.38092, -4.50119], [-2.31315, -4.11560, -5.15874], [-3.31954, -4.33100, -6.00744], [0.39346, -0.91745, -4.11027], [0.74421, 0.40409, -2.42777], [-0.50908, 0.38334, -5.32632], [0.07269, 1.06071, -6.37596], [1.33042, 0.74958, -6.72281], [-0.61534, 2.05638, -7.05966], [-0.04413, 2.70888, -8.07252], [-1.91097, 2.38483, -6.67313], [-2.58202, 3.33767, -7.31932], [-2.50746, 1.73302, -5.59697], [-3.73362, 2.07666, -5.19695], [-1.78752, 0.74698, -4.94716], [-2.30475, 0.09722, -3.89046], [2.04617, -1.54070, -5.02479], [1.87065, -2.11910, -6.26628], [0.61554, -2.22663, -6.73245], [2.93326, -2.56122, -7.03823], [2.72901, -3.11144, -8.23677], [4.22590, -2.41176, -6.53923], [5.26815, -2.80793, -7.26696], [4.43111, -1.84142, -5.28580], [5.67165, -1.70118, -4.81453], [3.33360, -1.41799, -4.54250], [3.51670, -0.87235, -3.33942]], "forces_ev_per_angstrom": [[0.197, -2.341, 1.644], [-0.495, 0.183, -0.331], [-0.716, 0.360, 0.666], [0.065, 2.385, -2.365], [-0.566, -2.920, 1.068], [0.850, 0.819, 1.052], [0.452, 2.507, -0.544], [-0.159, 0.044, 0.071], [0.093, -0.100, -0.525], [-0.124, -0.080, 0.227], [0.103, 0.007, 0.173], [-0.070, -0.019, -0.038], [-0.125, -0.050, -0.031], [-0.037, -0.070, -0.023], [-0.065, 0.212, 0.017], [0.235, -0.649, -0.618], [-0.185, -0.083, 0.784], [0.734, 0.342, -0.073], [-0.219, -0.175, -0.358], [-0.114, 0.047, 0.189], [0.605, 0.162, -0.127], [-0.444, 0.103, -1.259], [0.053, -0.091, -0.028], [0.037, 0.064, 0.100], [0.137, -0.069, -0.091], [0.078, -0.040, 0.044], [0.015, -0.005, 0.084], [0.072, 0.068, -0.017], [-0.050, 0.050, -0.050], [-0.057, 0.003, 0.056], [-0.079, -0.112, -0.009], [0.050, -0.098, 0.014], [0.146, 0.050, 0.033], [0.040, 0.038, 0.053], [-0.066, 0.020, 0.085], [-0.099, -0.068, -0.003], [-0.145, -0.344, -0.058], [0.002, 0.002, 0.031], [0.123, 0.278, -0.129], [0.044, -0.185, 0.120], [0.094, -0.199, -0.194], [-0.282, -0.230, -0.192], [0.156, -0.159, 0.198], [0.292, 0.518, 0.318], [0.012, 0.130, -0.177], [-0.138, -0.502, 0.100], [0.041, 0.077, -0.046], [0.003, 0.050, -0.034], [0.172, 0.252, 0.032], [0.070, 0.206, 0.044], [0.068, 0.072, 0.086], [0.017, -0.007, 0.065], [-0.435, -0.416, -1.045], [-0.313, -0.105, 0.879], [0.105, -0.171, 0.150], [-0.267, -0.154, 0.247], [-0.094, 0.320, -0.308], [-0.021, -0.009, 0.020], [-0.030, 0.003, -0.019], [0.156, -0.151, 0.112], [0.094, -0.064, 0.040], [0.217, -0.129, 0.084], [-0.039, 0.006, -0.043], [0.392, 0.053, -0.231], [-0.460, 0.165, -0.047], [-0.291, 0.218, 0.268], [0.193, -0.005, 0.083], [0.193, -0.086, -0.392], [-0.038, 0.044, 0.135], [0.090, 0.053, 0.097], [-0.193, 0.094, 0.102], [-0.123, 0.016, 0.100], [-0.160, 0.011, 0.007], [-0.083, -0.033, -0.053], [-0.106, -0.076, -0.188], [0.391, -0.031, -0.034]], "de_lowest_kcal_mol": 57.3, "energy_ha": -11555.9998, "multiplicity": 1, "orbital_gap_ev": [5.272, 5.166], "e_lumo_ev": [-2.4, -2.4]}